one | CH4Cl2N2 in the gas phase, computed with ωB97M-V/def2-TZVPD.

Geometry as XYZ:
```
9
Properties=species:S:1:pos:R:3
C -0.03 0.22 -0.31
N 1.11 1.25 0.32
N 0.12 -1.10 0.33
Cl 2.70 0.73 -0.05
Cl 1.39 -2.22 0.00
H 0.23 0.17 -1.46
H -1.00 0.55 -0.05
H 0.91 1.38 1.36
H -0.79 -1.55 0.08
```

As for the SMILES: ClNCNCl. As for the LUMO energy: 0.7 eV. The total charge is 0. The value obtained for the HOMO energy is -0.3299 Eh.


two | CH4Cl2N2 in the gas phase, computed with ωB97M-V/def2-TZVPD.

Geometry as XYZ:
```
9
Properties=species:S:1:pos:R:3
C 0.04 0.45 -0.49
N 1.44 0.20 0.03
N -0.85 -0.16 0.49
Cl 1.63 -1.48 -0.12
Cl -2.08 -1.35 -0.13
H -0.02 0.05 -1.49
H -0.29 1.54 -0.60
H 1.41 0.40 1.00
H -1.28 0.34 1.31
```

As for the SMILES: ClNCNCl. As for the LUMO energy: 0.3 eV. The total charge is 0. The value obtained for the HOMO energy is -0.3429 Eh.


Which of them is the least stable? Correct choice: one.


one | An isolated ion of composition C4H13NPS and charge +1, computed with ωB97M-V/def2-TZVPD.

Geometry as XYZ:
```
20
Properties=species:S:1:pos:R:3
C 0.19 1.25 -1.18
C 1.13 -1.51 -0.82
C 1.46 -0.08 1.20
C -0.48 0.44 -0.10
N 0.53 -0.77 0.31
P -3.70 0.03 0.61
S -1.92 -0.55 -0.51
H 0.87 2.01 -0.77
H -0.66 1.96 -1.65
H 0.58 0.59 -2.01
H 0.99 -2.57 -0.64
H 0.63 -1.32 -1.70
H 2.12 -1.14 -0.82
H 1.92 0.83 0.72
H 1.04 0.46 2.09
H 2.26 -0.69 1.34
H -0.69 0.99 0.80
H 0.03 -1.41 0.88
H -2.80 0.08 1.78
H -3.49 1.40 0.47
```

As for the SMILES: C[C@@H](SP)[NH+](C)C. As for the LUMO energy: -3.0 eV. The total charge is +1. The value obtained for the HOMO energy is -0.4840 Eh.


two | A 2-piece molecular cluster, C4H13NPS overall, computed with ωB97M-V/def2-TZVPD.

Geometry as XYZ:
```
20
Properties=species:S:1:pos:R:3
C -2.59 -1.08 0.54
C 0.27 1.02 -1.62
C 1.66 -1.78 -0.46
C 1.58 1.74 1.64
N -1.76 -0.28 -0.28
P -0.20 -0.03 -0.14
S -0.10 0.92 1.76
H -3.73 -0.87 0.40
H -2.53 -2.11 0.19
H -2.45 -0.98 1.70
H -0.19 0.69 -2.52
H 1.26 0.99 -1.98
H -0.17 2.06 -1.59
H 2.26 -1.00 -0.79
H 1.37 -2.35 -1.26
H 1.84 -2.05 0.55
H 2.07 1.01 2.32
H 1.65 2.70 2.08
H 1.97 1.59 0.70
H -2.23 -0.17 -1.24
```

As for the LUMO energy: -4.5 eV. The total charge is +1. The value obtained for the HOMO energy is -0.4792 Eh.


Which of them is the least stable? Correct choice: two.


one | A 2-piece molecular cluster, C6H14NS overall, computed with ωB97M-V/def2-TZVPD.

Geometry as XYZ:
```
22
Properties=species:S:1:pos:R:3
C -2.52 1.01 -0.23
C -1.45 1.87 -0.90
C 0.12 3.15 0.28
N -1.08 3.06 -0.16
H -2.80 0.24 -0.97
H -2.08 0.46 0.62
H -3.44 1.58 0.07
H -1.80 2.21 -1.88
H -0.57 1.23 -1.05
H 0.86 2.34 0.32
H 0.42 4.10 0.76
C 1.23 -2.60 -1.47
C 1.49 -2.94 0.02
C 0.66 -2.09 1.00
S 0.75 -0.31 0.81
H 0.20 -2.85 -1.76
H 1.95 -3.17 -2.11
H 1.38 -1.52 -1.52
H 1.28 -3.99 0.23
H 2.55 -2.76 0.25
H 0.92 -2.36 2.04
H -0.43 -2.40 0.89
```

As for the LUMO energy: 4.0 eV. The total charge is -1. The value obtained for the HOMO energy is -0.0946 Eh.


two | C6H14NS as an isolated structure, computed with ωB97M-V/def2-TZVPD.

Geometry as XYZ:
```
22
Properties=species:S:1:pos:R:3
C 1.34 0.57 1.46
C 2.21 -0.64 1.14
S 1.91 -2.01 2.30
C -0.12 0.17 1.49
N -0.96 1.11 0.13
C -0.29 1.17 -3.25
C -0.88 -0.22 0.13
C -2.12 -1.08 0.34
H 1.50 1.39 0.76
H 1.57 0.92 2.47
H 1.96 -0.98 0.13
H 3.26 -0.31 1.07
H -0.74 0.73 2.18
H -0.05 -0.85 1.98
H 0.59 0.54 -3.18
H 0.01 2.21 -3.29
H -0.85 0.91 -4.15
H -0.89 0.99 -2.36
H -0.14 -0.72 -0.52
H -2.56 -1.37 -0.62
H -1.87 -1.99 0.88
H -2.86 -0.52 0.92
```

As for the LUMO energy: 3.6 eV. The total charge is -1. The value obtained for the HOMO energy is -0.1068 Eh.


Which of them is the least stable? Correct choice: two.


one | A 3-piece molecular cluster, C2H9OS overall, computed with ωB97M-V/def2-TZVPD.

Geometry as XYZ:
```
13
Properties=species:S:1:pos:R:3
O -2.18 -2.64 3.05
H -2.85 -2.26 2.48
H 25.56 8.00 -8.27
H -2.31 -3.60 2.95
C -6.16 -0.44 1.48
C -4.83 -0.93 1.16
S -4.65 -2.59 0.77
H -6.15 0.45 2.11
H -6.68 -1.20 2.09
H -6.79 -0.24 0.60
H 25.26 8.21 -8.92
H -3.98 -0.26 1.02
H -4.26 -2.49 -0.52
```

As for the LUMO energy: -8.2 eV. The total charge is +1. The value obtained for the HOMO energy is -0.5472 Eh.


two | A 3-piece molecular cluster, C2H9OS overall, computed with ωB97M-V/def2-TZVPD.

Geometry as XYZ:
```
13
Properties=species:S:1:pos:R:3
O -0.72 -0.03 -1.39
H -0.80 -1.02 -1.56
H -1.68 -3.52 -1.63
H -1.42 0.61 -1.37
C 0.22 1.10 1.42
C 1.64 0.83 1.19
S 2.18 0.71 -0.36
H -0.30 -0.05 1.44
H 0.21 1.40 2.57
H -0.27 1.64 0.59
H -2.37 -3.35 -1.85
H 2.44 0.94 2.04
H 0.87 0.74 -1.08
```

As for the LUMO energy: -6.1 eV. The total charge is +1. The value obtained for the HOMO energy is -0.5997 Eh.


three | A 2-piece molecular cluster, C2H9OS overall, computed with ωB97M-V/def2-TZVPD.

Geometry as XYZ:
```
13
Properties=species:S:1:pos:R:3
O -0.32 -2.51 0.91
H -1.19 -2.81 0.96
H 0.24 -3.25 1.14
H 0.15 -0.68 0.53
C -1.26 1.07 -0.93
S 0.37 0.21 -0.51
C 1.02 1.41 0.68
H -2.04 0.91 -0.15
H -0.95 2.04 -1.19
H -1.60 0.63 -1.82
H 1.04 1.03 1.70
H 0.39 2.25 0.69
H 2.00 1.77 0.42
```

As for the LUMO energy: -3.5 eV. The total charge is +1. The value obtained for the HOMO energy is -0.5944 Eh.


four | A 3-piece molecular cluster, C2H9OS overall, computed with ωB97M-V/def2-TZVPD.

Geometry as XYZ:
```
13
Properties=species:S:1:pos:R:3
O -1.45 0.09 -0.92
H -2.15 0.06 -0.28
H -3.71 -0.54 2.11
H -1.63 0.85 -1.42
C 2.24 0.76 0.19
C 1.40 -0.46 0.07
S 1.29 -1.26 -1.37
H 2.33 1.14 1.21
H 3.23 0.42 -0.21
H 1.84 1.49 -0.49
H -4.05 -0.30 1.47
H 0.70 -0.80 0.85
H -0.05 -1.43 -1.20
```

As for the LUMO energy: -6.5 eV. The total charge is +1. The value obtained for the HOMO energy is -0.5927 Eh.


Which of them is the least stable? Correct choice: one.


one | C3H4N2OS2 as an isolated structure, computed with ωB97M-V/def2-TZVPD.

Geometry as XYZ:
```
12
Properties=species:S:1:pos:R:3
C -1.81 -0.49 -0.21
C -0.43 0.30 -0.25
C 3.37 -0.26 0.05
H -3.90 -0.31 0.65
H -3.15 1.24 0.12
H 4.06 0.48 0.56
H 3.73 -1.31 -0.48
N -2.93 0.26 0.22
N 2.09 0.08 0.23
O -1.78 -1.67 -0.01
S -0.04 1.76 -0.07
S 0.83 -0.91 -0.03
```

As for the LUMO energy: -0.7 eV. The total charge is 0. The value obtained for the HOMO energy is -0.3145 Eh.


two | C3H4N2OS2 in the gas phase, computed with ωB97M-V/def2-TZVPD.

Geometry as XYZ:
```
12
Properties=species:S:1:pos:R:3
C 1.57 0.16 -1.50
C 2.29 0.48 -0.32
C -0.40 -0.45 -0.38
N 0.32 -0.17 -1.31
N -2.04 -0.16 1.62
O -2.77 -1.27 -0.75
S 1.66 0.50 1.21
S -2.17 -0.07 -0.13
H 2.03 0.07 -2.41
H 3.42 0.75 -0.32
H -1.17 -0.08 2.10
H -2.74 0.24 2.20
```

As for the SMILES: NS(=O)#C/N=C\C=S. As for the LUMO energy (alpha / beta): -1.3 / -1.3 eV. The total charge is 0. The value obtained for the HOMO energy (alpha / beta) is -0.3159 / -0.3159 Eh.


Which of them is the least stable? Correct choice: two.


one | C6H6S in the gas phase, computed with ωB97M-V/def2-TZVPD.

Geometry as XYZ:
```
13
Properties=species:S:1:pos:R:3
C -1.26 0.08 1.72
C -2.64 0.15 1.65
C -1.97 -0.87 -2.03
C -1.91 -0.10 -1.00
C -0.06 0.17 1.83
C 1.31 0.30 1.59
S -3.28 -0.03 0.11
H -2.99 -1.41 -2.17
H -1.10 -0.97 -2.74
H -0.99 0.56 -0.63
H 1.46 0.46 0.52
H 1.97 -0.54 1.93
H 1.68 1.08 2.24
```

As for the LUMO energy: -0.5 eV. The total charge is 0. The value obtained for the HOMO energy is -0.3009 Eh.


two | C6H6S as an isolated structure, computed with ωB97M-V/def2-TZVPD.

Geometry as XYZ:
```
13
Properties=species:S:1:pos:R:3
C -0.56 0.00 -0.05
C 0.55 0.53 0.94
C 1.08 1.30 -0.28
C 0.56 0.08 -1.06
C 1.42 -1.06 -0.47
C 1.49 -0.67 0.82
H 0.30 1.06 1.84
H 0.47 2.19 -0.45
H 2.16 1.55 -0.29
H 0.35 0.06 -2.10
H 1.90 -1.92 -0.91
H 1.94 -1.23 1.61
S -2.14 -0.17 0.05
```

As for the LUMO energy: 0.3 eV. The total charge is 0. The value obtained for the HOMO energy is -0.3140 Eh.


three | C6H6S in the gas phase, computed with ωB97M-V/def2-TZVPD.

Geometry as XYZ:
```
13
Properties=species:S:1:pos:R:3
C 0.61 1.17 0.05
C 1.47 0.05 -0.11
C 0.72 -1.02 -0.57
C -0.73 -1.07 -0.49
C -1.46 -0.09 0.14
C -0.54 0.72 0.92
H 0.22 1.49 -0.94
H 2.53 0.10 -0.28
H 1.22 -1.91 -0.98
H -1.22 -1.89 -1.00
H -2.55 -0.10 0.30
H -0.20 0.10 1.75
S -0.08 2.44 1.22
```

As for the SMILES: C1=C[C@@H]2S[C@H]2C=C1. As for the LUMO energy: 0.2 eV. The total charge is 0. The value obtained for the HOMO energy is -0.3226 Eh.


Which of them is the least stable? Correct choice: one.